Entry 1:
# C5H8

One molecule with the formula C5H8 in a non-equilibrium geometry (the ωB97M-V functional and the def2-TZVPD basis, OMol25).

XYZ file:
```
13
Properties=species:S:1:pos:R:3:forces:R:3:mulliken_charge:R:1
C -3.02691 -0.20137 0.05226 -0.72 -0.86 -0.19 0.098
C -1.86197 0.07986 0.10790 -0.71 0.48 -0.50 -0.555
C -0.52851 0.61383 -0.05281 0.83 0.26 0.90 -0.606
C 0.54617 -0.49461 -0.06330 -1.40 -0.33 -0.39 -0.273
C 1.94162 -0.00276 0.06584 1.83 0.61 1.86 -1.087
H -4.02025 -0.61258 -0.10453 0.71 0.45 0.35 0.416
H -0.49336 1.23019 -0.93605 0.01 -0.01 -0.69 0.296
H -0.32980 1.36296 0.73785 0.03 -0.55 0.05 0.294
H 0.29025 -1.15924 0.78700 0.30 0.10 -0.58 0.271
H 0.44711 -1.07789 -1.01141 -0.13 0.32 0.74 0.267
H 2.61824 -0.82481 -0.17838 0.12 0.08 0.00 0.323
H 2.23536 0.84969 -0.59600 -0.47 -0.53 0.62 0.292
H 2.18205 0.23672 1.19163 -0.40 -0.02 -2.17 0.262
```
Positions in Å, forces in eV/Å.

Summary:
HOMO: -9.90 eV
maximum force: 2.68 eV/Å
SMILES: C#CCCC
E_tot: -195.2330 hartree
relative energy (zero: lowest compared OMol25 entry of this formula, charge and spin): 37.0 kcal/mol


Entry 2:
# C5H8Ag5Br4O3

C5H8Ag5Br4O3 as an isolated structure in a non-equilibrium geometry (the ωB97M-V functional and the def2-TZVPD basis, OMol25).

XYZ file:
```
25
Properties=species:S:1:pos:R:3:forces:R:3:mulliken_charge:R:1
Ag 2.42976 -2.58436 0.40611 -0.84 0.06 0.65 0.739
Ag 3.40989 -0.44126 -3.53777 -0.58 0.61 0.10 0.745
Ag -0.29596 -1.08529 -3.55595 -0.42 0.30 0.33 0.740
Ag 2.30454 -3.73389 -2.85326 -0.63 0.11 0.30 0.852
Ag 3.32046 1.14729 -0.59338 -0.72 1.11 0.54 0.702
C 1.29580 -0.70991 -1.28114 1.93 -0.12 0.15 1.314
O 1.59836 0.20905 -2.17004 0.27 -0.61 -0.70 -0.750
O 1.01761 -1.92462 -1.70816 0.15 -0.20 -0.46 -0.737
O 1.48023 -0.45815 -0.05351 0.14 -0.67 -0.61 -0.717
Br -2.17040 1.55717 -1.25754 0.29 -0.50 -0.02 -0.145
C -0.75812 2.24745 -0.09063 -0.21 0.24 0.18 -0.357
C 0.20426 2.94495 -1.00354 0.30 0.15 -0.50 -0.512
Br 1.68917 3.87378 -0.10758 0.23 -0.76 0.09 -0.115
H -0.29944 1.43722 0.46822 -0.13 -0.11 -0.06 0.132
H -1.29193 2.90288 0.58948 0.15 0.13 0.05 0.526
H -0.27628 3.68685 -1.63256 -0.02 0.14 0.14 0.501
H 0.71718 2.23379 -1.64041 -0.22 0.01 -0.09 0.022
Br -2.52767 0.31046 3.81853 0.11 -0.20 -0.12 -0.120
C -2.14258 -1.48650 3.15089 -0.23 0.32 0.26 -0.638
C -1.35716 -1.33294 1.86328 -0.65 -0.64 0.76 -0.263
Br -1.47338 -3.06199 0.90223 0.56 0.24 -0.15 -0.190
H -3.09234 -1.98726 2.99405 -0.08 0.13 -0.05 0.419
H -1.61545 -1.98951 3.95404 0.17 -0.10 -0.14 0.397
H -0.31125 -1.16633 2.08536 0.06 0.33 -0.32 0.280
H -1.85530 -0.58888 1.25326 0.36 0.01 -0.32 0.175
```
Positions in Å, forces in eV/Å.

Summary:
HOMO: -16.33 eV
maximum force: 1.94 eV/Å
charge: +3
E_tot: -11450.7492 hartree
relative energy (zero: lowest compared OMol25 entry of this formula, charge and spin): 41.6 kcal/mol


Entry 3:
# C5H8AgO3

C5H8AgO3 as an isolated structure in a non-equilibrium geometry (the ωB97M-V functional and the def2-TZVPD basis, OMol25).

XYZ file:
```
17
Properties=species:S:1:pos:R:3:forces:R:3:mulliken_charge:R:1
O -1.33452 0.09280 0.48848 0.32 0.25 -0.64 -0.359
C 0.18174 0.64974 0.51070 -0.43 0.59 4.47 0.145
C 0.92415 -0.62707 0.89972 0.01 0.33 -0.24 -0.449
O -0.10241 -1.58011 1.20799 -0.65 -0.37 0.50 -0.331
C -1.31761 -1.11292 0.91957 3.07 0.09 -1.62 0.952
O -2.24176 -1.92614 0.84423 -1.64 0.43 0.40 -0.425
Ag -2.10572 -3.93188 1.21548 0.12 -0.45 0.13 0.362
C 0.77859 1.54013 -0.52076 -1.76 -1.10 -0.81 -0.480
C 0.11020 0.93359 -1.75341 -0.39 -0.43 -1.73 -1.013
H -0.04998 1.24797 1.40148 0.66 -0.24 0.07 0.373
H 1.52027 -0.48231 1.80578 -0.03 0.03 -0.28 0.297
H 1.54554 -1.02884 0.09108 -0.21 0.00 0.15 0.310
H 0.47668 2.58095 -0.36103 0.32 -0.32 -0.01 0.339
H 1.86756 1.40295 -0.53550 -0.31 0.19 0.13 0.325
H -0.21420 1.72111 -2.44142 0.29 -0.40 -0.17 0.361
H -0.79698 0.32439 -1.52921 0.56 0.87 -0.14 0.272
H 0.75843 0.19566 -2.24315 0.06 0.53 -0.22 0.324
```
Positions in Å, forces in eV/Å.

Summary:
HOMO (spin up / spin down): -11.77 / -15.32 eV
maximum force: 4.53 eV/Å
spin multiplicity: 3
charge: +1
E_tot: -567.5573 hartree
relative energy (zero: lowest compared OMol25 entry of this formula, charge and spin): 14.5 kcal/mol


Entry 4:
# C5H8Br2O2

A 3-piece molecular cluster, C5H8Br2O2 overall in a non-equilibrium geometry (the ωB97M-V functional and the def2-TZVPD basis, OMol25).

XYZ file:
```
17
Properties=species:S:1:pos:R:3:forces:R:3:mulliken_charge:R:1
C 2.12485 0.39446 -1.63424 -0.14 -0.10 0.49 -0.326
C 1.18274 -0.17390 -0.91171 1.25 0.30 0.04 0.204
C 0.31891 -0.70264 -0.10826 -1.25 -0.53 1.71 -0.703
C 3.31132 1.26579 -1.14378 -1.65 1.14 -2.33 -0.383
C 0.21136 1.90537 1.29914 -0.69 -0.52 -1.04 -0.057
O 0.86659 3.01671 1.26922 0.12 1.24 0.29 -0.174
O 0.34687 1.15239 2.33598 1.99 2.01 2.84 -0.227
Br 3.70623 0.98571 0.63739 0.42 -0.20 2.10 -0.148
Br -3.47505 1.72657 -1.25894 1.09 -2.43 -4.91 -0.176
H 1.98613 0.31610 -2.69717 0.23 0.17 -0.49 0.333
H -0.49777 -0.08763 0.34267 0.68 -0.46 -0.98 0.285
H -3.72454 2.27894 -0.13990 -1.07 2.42 4.91 0.162
H 0.36844 -1.70168 0.39291 0.37 0.73 -1.00 0.214
H 2.91452 2.37302 -1.27762 1.40 -2.12 0.15 0.242
H 4.27490 1.02668 -1.67063 -1.28 0.59 0.06 0.343
H 1.22752 3.39129 2.11344 0.16 -0.60 -0.03 0.223
H 0.98344 1.64976 3.06883 -1.62 -1.63 -1.80 0.186
```
Positions in Å, forces in eV/Å.

Summary:
HOMO: -9.08 eV
maximum force: 5.59 eV/Å
E_tot: -5493.6434 hartree
relative energy (zero: lowest compared OMol25 entry of this formula, charge and spin): 118.5 kcal/mol


Entry 5:
# C5H8Br2O2S

A 2-piece molecular cluster, C5H8Br2O2S overall in a non-equilibrium geometry (the ωB97M-V functional and the def2-TZVPD basis, OMol25).

XYZ file:
```
18
Properties=species:S:1:pos:R:3:forces:R:3:mulliken_charge:R:1
O 1.27661 0.07778 2.07197 0.05 0.01 -0.94 -0.599
S 1.60510 0.78278 0.84815 -2.58 -0.09 0.90 1.018
O 2.69314 1.68768 0.89450 1.56 0.70 -0.31 -0.607
C 0.17201 1.75804 0.14985 1.43 -1.52 -0.39 -0.574
C 0.33712 1.51933 -1.37435 -1.65 0.50 0.76 -0.585
C 1.03451 0.20572 -1.56634 -0.42 -1.07 -3.67 -0.050
C 1.68659 -0.31896 -0.55189 0.32 0.69 0.51 -0.041
Br 2.79870 -1.79332 -0.44398 -0.01 -0.26 -0.09 -0.034
H 0.47527 2.79210 0.44155 -1.24 -0.84 0.12 0.443
H -0.73326 1.19032 0.36012 -0.08 0.96 1.21 0.087
H -0.63718 1.65908 -1.92921 0.81 -0.82 0.71 0.352
H 0.80411 2.43536 -1.59953 1.71 0.57 -1.46 0.304
H 0.96334 -0.34134 -2.63314 0.30 1.32 2.65 0.237
C -0.57145 -2.62652 1.16040 -1.19 -2.09 1.07 -0.600
Br -1.67916 -1.25964 0.45357 -0.50 0.31 -0.28 -0.107
H 0.21142 -2.21883 1.74902 0.44 0.63 0.63 0.243
H -0.11710 -3.19290 0.36648 -0.09 -0.14 -0.43 0.240
H -1.23954 -3.32322 1.78949 1.15 1.16 -0.99 0.274
```
Positions in Å, forces in eV/Å.

Summary:
HOMO: -9.82 eV
maximum force: 3.84 eV/Å
SMILES: O=S1(=O)CCC=C1Br.CBr
E_tot: -5891.9346 hartree
relative energy (zero: lowest compared OMol25 entry of this formula, charge and spin): 45.1 kcal/mol


Entry 6:
# C5H8Br2P

An isolated ion of composition C5H8Br2P and charge +1 in a non-equilibrium geometry (the ωB97M-V functional and the def2-TZVPD basis, OMol25).

XYZ file:
```
16
Properties=species:S:1:pos:R:3:forces:R:3:mulliken_charge:R:1
C 0.21197 0.16864 0.32501 0.62 0.88 0.75 0.213
C -1.14858 -0.01936 -0.07150 -1.35 2.38 0.48 0.777
C 1.27262 -0.72379 0.17840 2.52 -0.35 2.45 -1.029
C -1.81167 -1.10026 -0.53908 2.21 1.15 0.33 -0.900
C -2.03983 1.26546 0.13177 3.36 -1.18 -0.03 -1.221
P 2.78823 -0.14077 -0.91339 0.68 -0.71 0.06 0.384
Br 3.20605 1.86968 -0.17424 -0.17 0.09 0.19 -0.044
Br 4.40569 -1.35164 0.12965 -0.71 0.45 -0.45 -0.089
H 0.66649 1.14297 0.76919 -1.82 -1.20 -0.76 0.289
H 1.91024 -0.86468 1.18885 -1.46 0.78 -1.88 0.448
H 1.06648 -1.69370 -0.14888 -0.49 -1.55 -0.81 0.477
H -1.41199 -2.04667 -0.55604 1.02 -2.17 -0.03 0.299
H -2.72658 -0.98670 -1.01347 -1.83 0.26 -0.38 0.290
H -1.41517 2.06392 -0.31762 -1.36 0.06 -0.06 0.331
H -1.94108 1.37538 1.20127 -0.67 0.48 0.43 0.359
H -3.03285 1.04152 -0.18993 -0.53 0.63 -0.30 0.418
```
Positions in Å, forces in eV/Å.

Summary:
HOMO (spin up / spin down): -13.50 / -13.50 eV
maximum force: 3.56 eV/Å
charge: +1
E_tot: -5684.3710 hartree
relative energy (zero: lowest compared OMol25 entry of this formula, charge and spin): 27.8 kcal/mol


Entry 7:
# C5H8BrN

One molecule with the formula C5H8BrN in a non-equilibrium geometry (the ωB97M-V functional and the def2-TZVPD basis, OMol25).

XYZ file:
```
15
Properties=species:S:1:pos:R:3:forces:R:3:mulliken_charge:R:1
C -0.18734 -1.21197 -0.29898 1.93 -0.46 -0.80 -0.832
C 1.16372 -1.42818 -0.16361 -1.16 -1.34 -2.44 0.048
C 0.38499 0.80081 0.97501 2.02 -1.97 0.74 -0.662
C -0.72981 0.00513 0.35916 -0.54 0.17 0.67 0.890
C -1.55722 0.81984 -0.65789 0.54 0.03 1.10 -1.551
N 1.97518 -0.71575 0.63242 -2.04 3.75 2.48 -0.427
Br 3.43872 0.09045 -0.22105 0.02 -0.14 -0.25 -0.069
H -0.87375 -1.60045 -1.07654 0.83 -0.68 0.86 0.301
H 1.83233 -2.15916 -0.68348 -1.42 0.06 -0.16 0.350
H 0.61742 1.71963 0.46639 0.53 0.18 -0.32 0.279
H 0.62570 0.84897 2.05745 -0.68 -0.26 -0.84 0.286
H -1.43180 -0.28680 1.18660 0.53 0.04 -0.53 0.213
H -2.00364 1.56840 -0.03485 -0.71 0.78 -0.13 0.397
H -2.32358 0.24197 -1.15408 -0.15 -0.24 -0.02 0.409
H -0.93090 1.30713 -1.38656 0.31 0.06 -0.35 0.367
```
Positions in Å, forces in eV/Å.

Summary:
HOMO (spin up / spin down): -8.06 / -8.05 eV
maximum force: 4.94 eV/Å
E_tot: -2823.9299 hartree
relative energy (zero: lowest compared OMol25 entry of this formula, charge and spin): 75.0 kcal/mol


Entry 8:
# C5H8BrN2O

An isolated ion of composition C5H8BrN2O and charge +1 in a non-equilibrium geometry (the ωB97M-V functional and the def2-TZVPD basis, OMol25).

XYZ file:
```
17
Properties=species:S:1:pos:R:3:forces:R:3:mulliken_charge:R:1
C 2.01744 1.17635 0.16699 -1.67 0.77 -1.13 -0.180
C -0.33686 1.14951 -0.29030 -0.87 -2.73 2.34 0.838
C 1.95454 0.50018 1.34081 -0.34 -0.13 1.49 -0.333
C -0.59790 -0.19709 0.22369 1.90 -2.31 -1.44 0.166
C 0.35203 -1.31831 -0.22422 0.58 0.62 1.96 -1.135
N 0.88781 1.65396 -0.41181 1.50 -0.15 -0.68 -0.549
N -1.46382 1.76676 -0.53400 1.69 0.04 -0.02 -0.272
O -1.84900 -0.50264 0.53806 -1.45 0.34 0.27 -0.565
Br 3.27073 -0.19528 2.37355 0.33 0.05 -0.19 0.078
H 2.96399 1.27357 -0.31452 0.43 0.65 -0.58 0.415
H 0.96437 0.41090 1.73067 -0.32 -0.30 0.66 0.491
H 0.75119 -2.00504 0.57963 -1.22 0.32 -0.69 0.341
H 1.28438 -0.90386 -0.55399 0.19 0.35 -0.54 0.434
H -0.07003 -1.79117 -1.08024 -0.50 -0.89 -0.42 0.392
H -2.33949 1.36398 -0.33291 -0.98 -0.43 0.12 0.211
H -1.32058 2.67527 -0.79257 -0.53 3.06 -0.89 0.270
H -2.19709 -1.42163 0.64151 1.26 0.75 -0.27 0.398
```
Positions in Å, forces in eV/Å.

Summary:
HOMO (spin up / spin down): -12.14 / -14.46 eV
maximum force: 3.70 eV/Å
spin multiplicity: 3
charge: +1
E_tot: -2953.7141 hartree
relative energy (zero: lowest compared OMol25 entry of this formula, charge and spin): 0.0 kcal/mol